197
Properties=species:S:1:pos:R:3:forces:R:3 method="wB97M-V/def2-TZVPD" max_force_ev_per_a=5.6 total_energy_ev=-174470.53286 lumo_ev=-0.62 smiles="CN(C)P(=O)(N(C)C)N(C)C.CN(C)P(=O)(N(C)C)N(C)C.CN(C)P(=O)(N(C)C)N(C)C.O=[N+]([O-])c1ccccc1.O=[N+]([O-])c1ccccc1.O=[N+]([O-])c1ccccc1.O=[N+]([O-])c1ccccc1.O=[N+]([O-])c1ccccc1.O=C1OC[C@@H](F)O1.O=C1OC[C@@H](F)O1.O=C1OC[C@@H](F)O1.O=C1OC[C@@H](F)O1" homo_energy_ha=-0.3250
C -17.144 -30.450 -1.165 0.11 0.82 0.95
N -16.423 -29.415 -1.905 -0.89 -1.86 -2.13
C -16.782 -29.519 -3.357 1.67 2.37 0.04
P -16.038 -27.942 -1.297 0.72 -1.00 2.27
O -15.428 -26.993 -2.219 0.71 0.41 -1.54
N -17.358 -27.231 -0.651 -2.14 1.14 0.61
C -18.042 -27.559 0.614 0.18 -0.36 -1.95
C -18.246 -26.289 -1.446 1.79 -1.05 -0.58
N -15.071 -28.462 0.030 -0.36 0.90 0.28
C -14.031 -29.462 -0.172 -0.74 -0.65 -0.92
C -14.578 -27.394 0.946 -0.17 -1.64 -0.74
H -16.912 -30.381 -0.095 -0.08 -0.01 -0.18
H -16.808 -31.411 -1.504 0.12 -0.61 -0.24
H -18.240 -30.397 -1.286 0.31 0.14 -0.07
H -16.218 -30.304 -3.940 -1.03 0.31 0.97
H -16.347 -28.555 -3.755 -0.65 -1.00 -0.02
H -17.881 -29.446 -3.502 0.61 -0.60 -0.09
H -17.496 -28.293 1.170 0.39 -0.12 0.54
H -18.199 -26.622 1.103 -0.13 0.41 0.92
H -19.002 -27.985 0.330 -0.35 -0.11 0.37
H -17.713 -26.086 -2.409 -0.62 0.13 0.87
H -19.261 -26.664 -1.652 0.44 -0.48 0.09
H -18.391 -25.402 -0.855 0.17 0.67 0.11
H -14.531 -30.375 -0.579 0.85 0.54 0.34
H -13.231 -29.132 -0.869 -0.32 -0.14 0.28
H -13.587 -29.660 0.800 0.07 -0.26 -0.03
H -15.428 -26.808 1.092 -1.01 1.79 0.24
H -13.750 -26.897 0.456 0.24 0.51 0.31
H -14.323 -27.766 1.952 0.23 -0.25 -0.59
C -13.777 -24.314 -1.254 -0.02 -0.47 0.72
N -13.901 -23.435 -2.395 -0.41 -0.48 0.25
C -14.753 -23.961 -3.480 0.96 0.80 -0.58
P -13.420 -21.878 -2.378 0.02 0.58 -0.33
O -13.545 -21.324 -3.737 0.21 0.37 -0.60
N -14.213 -20.780 -1.351 1.25 -4.53 1.84
C -14.582 -19.533 -1.691 -0.55 4.25 -3.66
C -14.446 -21.086 0.029 -0.47 0.68 1.60
N -11.892 -22.052 -1.767 0.39 2.42 1.65
C -11.218 -20.752 -1.386 -1.26 -2.07 0.77
C -10.957 -22.960 -2.328 0.76 -1.01 -0.65
H -13.317 -25.247 -1.560 -0.17 -0.40 -0.22
H -14.766 -24.532 -0.824 0.24 -0.10 -0.06
H -13.118 -23.960 -0.442 -0.36 0.38 -0.61
H -15.762 -24.091 -3.138 -0.59 -0.14 0.08
H -14.379 -24.909 -3.897 0.01 0.14 0.61
H -14.690 -23.226 -4.299 -0.35 -0.27 0.35
H -14.089 -19.387 -2.683 -0.43 0.58 0.56
H -15.658 -19.375 -1.948 0.38 -0.18 0.67
H -14.229 -18.687 -1.041 -0.22 -0.90 -0.12
H -15.531 -21.118 0.292 0.48 -0.22 -0.38
H -13.988 -22.027 0.340 -0.02 0.14 -0.03
H -14.075 -20.231 0.689 0.00 -1.03 -0.68
H -10.337 -20.963 -0.774 0.12 0.03 -0.51
H -11.063 -20.237 -2.298 0.77 0.94 -0.66
H -11.910 -20.237 -0.749 -0.27 0.66 0.20
H -10.472 -23.577 -1.569 0.01 -0.08 0.21
H -10.109 -22.485 -2.870 -0.69 -0.05 0.07
H -11.514 -23.623 -2.978 0.27 -0.28 -0.33
C -4.267 -23.898 -3.241 0.98 -1.44 -0.57
N -4.693 -22.567 -3.000 0.08 1.03 0.67
C -4.009 -21.983 -1.853 -0.07 0.66 -0.01
P -6.325 -22.241 -3.133 -0.72 1.27 0.48
O -7.278 -23.116 -2.434 -0.19 -0.82 -0.03
N -6.625 -20.709 -2.509 1.11 0.88 -2.48
C -7.311 -20.367 -1.266 1.20 0.93 -2.15
C -5.943 -19.515 -3.230 -2.67 -1.76 1.81
N -6.459 -22.142 -4.785 -0.40 -0.37 0.73
C -7.812 -22.107 -5.319 1.04 1.74 -2.45
C -5.375 -22.170 -5.732 -0.74 0.00 -1.98
H -4.356 -24.638 -2.428 -0.87 0.32 0.08
H -3.183 -23.877 -3.334 0.28 0.08 -0.59
H -4.703 -24.301 -4.168 0.15 0.05 0.44
H -4.380 -22.478 -0.975 0.17 -0.21 0.92
H -4.266 -20.923 -1.776 0.14 -0.27 0.08
H -2.905 -22.051 -1.889 -0.58 -0.25 -0.32
H -7.885 -21.168 -0.958 -1.12 -1.69 0.74
H -6.604 -20.065 -0.540 0.80 0.21 1.22
H -7.925 -19.509 -1.478 -0.57 0.37 0.02
H -6.663 -18.684 -3.181 0.60 0.00 0.19
H -5.055 -19.413 -2.673 1.25 1.19 0.27
H -5.764 -19.727 -4.255 0.24 -0.44 -0.79
H -8.514 -21.701 -4.625 -0.45 -0.16 0.73
H -7.718 -21.282 -6.120 -0.66 -1.30 0.70
H -8.166 -23.031 -5.809 0.20 0.33 0.36
H -5.332 -23.148 -6.264 -0.01 0.44 0.17
H -4.449 -22.038 -5.233 0.79 0.22 0.38
H -5.465 -21.391 -6.578 -0.14 -0.86 1.39
O -13.908 -26.565 -6.670 -0.43 -1.06 -0.10
N -13.034 -25.811 -6.339 0.41 0.76 1.38
O -12.835 -24.744 -6.848 0.35 1.32 -1.20
C -12.196 -26.087 -5.164 -0.54 -1.92 1.14
C -12.590 -27.146 -4.315 -0.48 0.06 -0.40
C -11.764 -27.546 -3.267 0.49 0.64 -0.43
C -10.508 -26.907 -3.057 -1.56 -0.36 -1.32
C -10.155 -25.865 -3.914 -0.37 -0.77 -0.11
C -11.015 -25.438 -4.932 1.08 0.84 -0.42
H -13.568 -27.643 -4.506 0.94 0.38 0.26
H -12.065 -28.413 -2.693 0.06 0.14 0.20
H -9.839 -27.335 -2.344 0.43 0.06 0.41
H -9.150 -25.493 -3.948 0.06 0.44 0.57
H -10.652 -24.610 -5.562 -0.47 -0.54 0.11
O -11.420 -32.033 0.560 -0.19 -1.00 -0.37
N -10.436 -32.459 -0.032 0.52 4.22 2.11
O -10.250 -33.488 -0.543 -0.65 -3.83 -1.32
C -9.314 -31.512 -0.122 0.01 0.76 -1.34
C -8.171 -31.895 -0.768 -1.07 -3.05 0.38
C -7.185 -31.072 -1.127 1.25 1.33 0.33
C -7.321 -29.746 -0.766 0.44 2.30 -0.30
C -8.531 -29.262 -0.211 1.68 -1.36 0.12
C -9.511 -30.182 0.084 -2.15 1.01 1.67
H -8.075 -32.949 -0.920 0.15 -0.49 -0.37
H -6.283 -31.490 -1.539 0.17 0.22 -0.22
H -6.466 -29.030 -0.939 -1.13 -0.83 0.17
H -8.612 -28.294 0.221 -0.05 0.87 -0.24
H -10.455 -29.889 0.607 0.93 -0.05 -0.66
O -11.092 -27.778 -7.357 0.34 -0.27 0.54
N -11.645 -28.828 -7.640 0.87 0.50 0.72
O -12.384 -28.906 -8.581 -1.03 -0.98 -0.65
C -11.350 -30.034 -6.788 0.03 0.21 -0.84
C -10.169 -30.072 -6.104 1.34 1.74 0.24
C -9.810 -31.165 -5.313 -1.79 0.29 -0.59
C -10.777 -32.176 -5.210 0.38 0.97 -0.60
C -11.960 -32.156 -5.974 2.11 -0.09 1.26
C -12.205 -31.112 -6.799 -1.66 0.93 -0.88
H -9.545 -29.148 -6.164 -0.43 -1.13 0.13
H -8.888 -31.084 -4.780 0.33 -0.38 0.36
H -10.653 -32.973 -4.531 0.32 -0.86 0.59
H -12.572 -32.996 -5.828 -1.14 -0.75 -0.23
H -13.127 -31.039 -7.371 0.36 -0.10 -0.08
O -13.738 -24.848 -12.158 -1.26 0.15 0.01
N -14.870 -24.388 -11.994 0.25 1.61 -0.83
O -15.428 -23.616 -12.782 0.77 -1.10 0.87
C -15.586 -24.693 -10.742 0.48 -1.35 -0.99
C -16.603 -23.868 -10.293 -0.09 -0.75 1.33
C -17.289 -24.392 -9.161 -0.26 1.31 -1.69
C -17.025 -25.623 -8.639 -0.11 -0.29 2.91
C -15.973 -26.363 -9.076 0.71 -2.29 -2.02
C -15.293 -25.968 -10.229 -0.17 0.54 1.36
H -16.805 -22.876 -10.719 0.05 -0.72 0.17
H -18.131 -23.865 -8.781 -0.31 0.66 0.36
H -17.482 -25.954 -7.663 -0.05 0.46 -1.41
H -15.812 -27.427 -8.777 -0.01 1.25 0.29
H -14.528 -26.656 -10.578 -0.07 0.55 -0.51
O -19.622 -31.147 -8.341 -0.07 -0.65 -0.03
N -19.427 -30.232 -7.576 -0.52 0.67 -0.85
O -20.303 -29.506 -7.136 0.25 -0.19 0.24
C -18.047 -29.908 -7.276 1.39 0.65 1.16
C -17.043 -30.862 -7.402 -1.36 -0.54 -0.02
C -15.774 -30.581 -6.988 1.07 0.04 -0.13
C -15.448 -29.327 -6.490 -1.45 0.42 -0.61
C -16.425 -28.342 -6.386 -1.20 -0.57 -0.16
C -17.755 -28.644 -6.757 0.91 -0.67 -0.42
H -17.301 -31.849 -7.755 -0.02 -0.03 -0.17
H -15.008 -31.343 -7.121 -0.26 0.17 0.17
H -14.467 -29.011 -6.299 1.39 -0.03 0.47
H -16.162 -27.370 -5.987 -0.07 0.00 -0.18
H -18.568 -27.956 -6.787 -0.25 0.66 0.46
O -9.063 -23.755 -8.330 1.74 0.43 1.23
C -9.910 -24.151 -9.034 -1.05 -1.35 -0.59
O -10.849 -23.400 -9.569 -0.24 0.22 0.06
C -11.780 -24.201 -10.278 0.90 -0.69 -1.00
C -11.178 -25.632 -10.225 0.50 1.32 -0.55
F -10.747 -25.978 -11.500 0.13 0.12 0.66
O -10.083 -25.489 -9.352 -0.03 0.72 -0.25
H -12.746 -24.109 -9.843 -0.72 0.01 0.38
H -11.747 -23.864 -11.312 -0.37 -0.07 0.04
H -11.781 -26.428 -9.876 -0.75 -0.69 0.36
O -17.644 -21.251 -6.998 0.73 -0.20 -0.28
C -16.486 -21.060 -6.784 -0.16 -0.11 0.21
O -15.422 -21.498 -7.533 -0.67 0.58 1.44
C -14.226 -21.059 -6.829 -1.00 0.56 -1.37
C -14.681 -19.990 -5.901 -2.26 0.28 -1.19
F -14.749 -18.762 -6.566 0.34 -0.39 0.18
O -16.060 -20.360 -5.683 1.20 0.06 -0.30
H -13.719 -21.853 -6.386 0.47 -1.49 1.11
H -13.609 -20.662 -7.576 1.05 0.71 -1.01
H -14.121 -19.875 -5.016 0.20 0.03 1.01
O -10.107 -26.488 2.711 -0.57 -0.47 0.27
C -10.572 -25.401 2.709 -0.54 0.23 -1.17
O -11.845 -25.020 2.412 -0.14 0.41 -0.16
C -11.899 -23.537 2.196 0.15 -2.02 2.11
C -10.620 -23.169 2.905 0.55 0.29 0.37
F -10.969 -22.948 4.229 0.25 0.16 -0.08
O -9.823 -24.302 2.850 0.83 0.83 0.44
H -11.950 -23.391 1.144 -0.12 0.53 -0.70
H -12.708 -23.168 2.850 0.04 -0.07 -1.01
H -9.990 -22.341 2.581 -0.41 0.13 -0.15
O -7.293 -28.958 -4.655 0.25 0.02 -0.01
C -7.199 -27.928 -5.249 -1.04 -2.17 0.46
O -8.091 -27.542 -6.179 0.60 0.19 0.32
C -7.674 -26.254 -6.608 -1.67 0.02 -1.40
C -6.690 -25.845 -5.629 1.71 1.48 0.77
F -7.261 -25.084 -4.635 0.21 -0.24 0.13
O -6.219 -27.042 -5.075 0.36 0.99 0.00
H -7.224 -26.315 -7.594 -0.25 0.03 -0.25
H -8.536 -25.593 -6.571 0.04 0.06 -0.46
H -5.886 -25.226 -6.051 0.04 -0.47 0.28